Computed, not measured: a 16-piece molecular cluster, C36H109N17O21 overall in a non-equilibrium geometry, with ωB97M-V/def2-TZVPD.

```
! RIJCOSX wB97M-V def2-TZVPD def2/J DEFGRID3
* xyz 0 1
C -6.6384 0.2911 -0.3642
O -7.3845 0.5049 -1.2892
N -5.4411 -0.1083 -0.3146
N -7.0492 0.4732 0.8513
H -5.0739 -0.1430 -1.2548
H -4.9390 0.1010 0.5364
H -7.9338 0.8840 1.1137
H -6.4144 0.3201 1.6218
C 2.6406 3.6909 -3.0397
O 2.3178 2.5317 -2.9079
N 2.5853 4.2705 -4.2063
N 3.3286 4.4117 -2.1754
H 2.4385 3.7341 -5.0494
H 2.7056 5.2732 -4.2221
H 3.3785 5.4205 -2.1715
H 3.4146 4.0032 -1.2558
C -2.0823 5.7531 4.6623
O -1.6271 5.5876 5.7087
N -3.0690 6.5566 4.5136
N -1.8218 5.0834 3.5438
H -3.5737 6.8191 5.3481
H -3.4955 6.5884 3.5986
H -1.1746 4.3202 3.6807
H -2.3604 5.1724 2.6941
C -1.6825 2.2082 8.6796
O -1.7629 1.0641 8.1302
N -1.4830 2.4156 9.9856
N -1.8490 3.2780 8.0004
H -1.3850 1.6475 10.6340
H -1.3580 3.3631 10.3123
H -1.9359 3.1868 6.9983
H -1.9489 4.1965 8.4085
C -0.9580 2.6161 -5.4374
O -1.5836 1.7569 -6.0565
N -1.4221 3.8464 -5.1249
N 0.1774 2.4171 -4.8110
H -0.7443 4.4593 -4.6946
H -2.1421 4.1314 -5.7733
H 0.4341 3.2027 -4.2304
H 0.5736 1.4940 -4.7065
C -2.1523 -2.4660 8.5351
O -2.0321 -3.6889 8.5768
N -2.1269 -1.7216 7.4640
N -2.2770 -1.7239 9.5909
H -2.1124 -0.7118 7.4811
H -2.1790 -2.1482 6.5501
H -2.3051 -2.1229 10.5184
H -2.2595 -0.7448 9.3437
C 0.5830 -0.0675 -2.1704
O -0.3266 -1.1958 -2.2826
C -0.7981 -1.8441 -1.2015
C -1.6636 -1.0040 -0.1792
N -1.0795 -0.8165 1.1219
C 0.2200 -0.1540 1.1414
C 0.5846 0.1100 2.6103
O -0.2538 1.0880 3.2884
C -0.0283 1.2843 4.7301
H 0.7030 0.4462 -3.1242
H 1.6035 -0.3553 -1.9178
H 0.2303 0.6942 -1.4751
H 0.0272 -2.3026 -0.6569
H -1.5243 -2.6126 -1.4664
H -2.5849 -1.5413 0.0460
H -2.0235 -0.0704 -0.6117
H -1.1252 -1.6568 1.6804
H 0.2239 0.6907 0.4525
H 0.8493 -0.8905 0.6418
H 1.5832 0.5433 2.6652
H 0.5646 -0.8623 3.1028
H -0.3919 2.2992 4.8906
H 1.0026 1.1017 5.0334
H -0.5818 0.6428 5.4158
C -4.7689 1.7131 -3.3424
O -4.5851 0.3811 -2.8821
C -4.2161 -0.6760 -3.8707
C -4.9481 -1.9563 -3.3216
N -4.3397 -2.4638 -2.0928
C -5.1156 -3.4898 -1.4604
C -4.3424 -4.0897 -0.2903
O -4.4812 -3.4696 0.9571
C -5.7742 -3.8195 1.5610
H -5.5978 1.7814 -4.0469
H -3.8803 2.1173 -3.8272
H -5.0601 2.2991 -2.4707
H -3.1427 -0.6803 -4.0603
H -4.8247 -0.5168 -4.7609
H -4.9526 -2.7709 -4.0459
H -6.0078 -1.7165 -3.2352
H -4.1517 -1.6505 -1.5242
H -5.3813 -4.2145 -2.2300
H -6.0231 -3.0116 -1.0918
H -3.3283 -4.2181 -0.6685
H -4.7292 -5.1083 -0.3225
H -5.9584 -4.8934 1.5275
H -6.5767 -3.4324 0.9331
H -5.9101 -3.2474 2.4788
C 5.1452 0.4324 -8.6188
O 4.6104 -0.8874 -8.4458
C 5.1593 -1.5758 -7.3060
C 4.5867 -2.9054 -6.9317
N 3.3106 -2.9001 -6.2596
C 3.3927 -2.6587 -4.7981
C 1.9559 -2.6482 -4.1796
O 1.2428 -3.8544 -4.4154
C -0.0888 -3.8415 -3.9128
H 6.1998 0.6435 -8.4420
H 4.5870 1.2827 -8.2270
H 4.7914 0.7967 -9.5833
H 4.9985 -0.9749 -6.4109
H 6.2274 -1.5317 -7.5188
H 5.2860 -3.6034 -6.4715
H 4.3071 -3.3508 -7.8865
H 2.8113 -3.7775 -6.2292
H 3.9130 -1.7043 -4.7176
H 4.0725 -3.3626 -4.3179
H 1.4447 -1.8067 -4.6472
H 2.0878 -2.4371 -3.1184
H -0.6944 -2.9507 -4.0792
H 0.0198 -3.9581 -2.8345
H -0.6411 -4.7333 -4.2091
C 3.1162 5.4595 4.3739
O 2.7210 5.3367 2.9650
C 2.0582 4.0354 2.6928
C 1.4877 3.9979 1.3666
N 0.5030 5.0603 1.0322
C 0.2195 5.2401 -0.3930
C -0.3821 4.0459 -1.1629
O -1.6347 3.5968 -0.5597
C -2.5227 3.0876 -1.5851
H 3.6211 4.6201 4.8521
H 2.2413 5.5497 5.0178
H 3.4831 6.4715 4.5449
H 1.2310 3.7763 3.3537
H 2.7222 3.2096 2.9483
H 1.1483 2.9707 1.2334
H 2.3294 4.0739 0.6783
H -0.2664 4.9028 1.6673
H 1.1346 5.5784 -0.8790
H -0.5705 5.9637 -0.5945
H 0.2115 3.1387 -1.2760
H -0.5798 4.3682 -2.1851
H -3.4915 2.9512 -1.1046
H -2.1322 2.2176 -2.1131
H -2.7077 3.9782 -2.1857
C 4.6163 -1.5176 1.1879
O 3.3940 -1.9293 1.9689
C 3.1377 -3.1521 2.6032
C 3.4677 -4.2896 1.6598
N 2.7447 -4.2521 0.3574
C 3.2237 -5.2845 -0.5872
C 4.6663 -5.2491 -0.9134
O 4.8602 -4.1052 -1.7529
C 6.1790 -3.5351 -1.8280
H 5.5535 -1.5779 1.7412
H 4.6893 -0.5205 0.7537
H 4.6673 -2.2588 0.3904
H 2.0976 -3.2505 2.9139
H 3.7546 -3.2675 3.4943
H 3.3279 -5.2349 2.1842
H 4.5407 -4.1996 1.4901
H 3.0479 -3.4143 -0.1183
H 2.7034 -5.0971 -1.5265
H 3.0323 -6.3418 -0.4038
H 5.0247 -6.1075 -1.4816
H 5.3246 -5.1067 -0.0564
H 6.8290 -4.3216 -1.4444
H 6.3581 -2.6325 -1.2439
H 6.3858 -3.2601 -2.8623
O 0.0464 -5.0040 0.8691
H 0.8654 -4.6352 0.5382
H -0.5660 -4.9228 0.1380
O 3.0821 1.5817 -0.3141
H 3.0956 0.6262 -0.3695
H 2.7861 1.8680 -1.1782
O -3.1733 0.8736 1.8606
H -2.7691 1.2733 2.6307
H -2.4676 0.3722 1.4521
O 4.0593 0.5566 3.9850
H 3.8639 -0.3789 3.9304
H 5.0140 0.5997 4.0379
O -1.3773 -3.6577 2.9601
H -1.4141 -4.0794 3.8186
H -1.2517 -4.3790 2.3435
*
```

Summary:
orbital gap	8.075	eV

Mulliken atomic charge list, values in e, 4 entries: C 0.581; O -0.735; N 0.766; N -0.369